[1]
C4H10O2 in the gas phase. Source: the OMol25 dataset; level of theory: the ωB97M-V functional and the def2-TZVPD basis.

```
! wB97M-V def2-TZVPD RIJCOSX def2/J DEFGRID3
* xyz 0 1
O -1.40 0.36 -1.55
C -1.67 -0.25 -0.31
C -0.52 -1.12 0.20
C 0.61 -0.39 0.93
C 1.48 0.53 0.09
O 0.72 1.65 -0.36
H -0.67 0.98 -1.37
H -1.94 0.50 0.45
H -2.56 -0.88 -0.47
H -0.11 -1.67 -0.67
H -0.93 -1.87 0.88
H 1.28 -1.13 1.38
H 0.19 0.20 1.76
H 1.90 -0.02 -0.76
H 2.32 0.89 0.71
H 1.29 2.21 -0.90
*
```

Summary:
highest occupied orbital energy	-9.72	eV
E	-8404.816	eV
Kohn-Sham gap	10.472	eV
SMILES string	OCCCCO

natural (NBO) population analysis, charges in e, atoms 1 to 2:
1 O -0.739
2 C -0.063


[2]
C3H5NO2 as an isolated structure. Source: the OMol25 dataset; level of theory: the ωB97M-V functional and the def2-TZVPD basis.

```
! wB97M-V def2-TZVPD RIJCOSX def2/J DEFGRID3
* xyz 0 1
C -0.23 -0.20 0.44
C 0.03 1.17 0.03
C 1.22 -0.40 0.19
H -0.48 -1.78 -0.66
H -1.64 -0.55 -0.92
H -0.52 -0.17 1.48
H -0.47 1.54 -0.92
H -0.10 1.90 0.78
N -1.14 -1.14 -0.14
O 1.35 0.93 -0.26
O 1.99 -1.30 -0.01
*
```

Summary:
highest occupied orbital energy	-10.22	eV
E	-8775.543	eV
Kohn-Sham gap	11.061	eV

natural (NBO) population analysis, charges in e, atoms 1 to 2:
1 C -0.216
2 C -0.064


[3]
A 2-piece molecular cluster, C9H14 overall. Source: the OMol25 dataset; level of theory: the ωB97M-V functional and the def2-TZVPD basis.

```
! wB97M-V def2-TZVPD RIJCOSX def2/J DEFGRID3
* xyz 0 1
C -1.93 -0.32 -0.65
C -3.25 -1.10 -0.69
H -1.90 0.42 -1.47
H -1.66 -0.05 0.37
H -1.14 -1.03 -1.00
H -3.71 -1.26 0.30
H -4.06 -0.72 -1.32
H -2.93 -2.03 -1.13
C 0.05 1.88 1.77
C 0.37 1.02 -0.63
C 0.62 0.89 0.81
C 0.86 -0.02 -1.40
C 1.73 -1.04 -0.91
C 1.39 -0.13 1.30
C 1.92 -1.09 0.44
H -0.37 1.72 -0.92
H 0.63 -0.04 -2.43
H -0.94 1.50 2.08
H -0.41 2.72 1.24
H 2.22 -1.81 -1.55
H 1.61 -0.17 2.37
H 2.49 -2.02 0.81
H 0.47 2.08 2.75
*
```

Summary:
highest occupied orbital energy	-8.81	eV
E	-9558.495	eV
Kohn-Sham gap	9.724	eV
SMILES string	Cc1ccccc1.CC

natural (NBO) population analysis, charges in e, atoms 1 to 2:
1 C -0.616
2 C -0.625


[4]
C5H13CaO3 as an isolated structure. Source: the OMol25 dataset; level of theory: the ωB97M-V functional and the def2-TZVPD basis.

```
! wB97M-V def2-TZVPD RIJCOSX def2/J DEFGRID3
* xyz 1 1
C 0.92 -0.43 -0.71
O -0.27 0.21 -1.13
C -1.43 -0.53 -0.91
C -2.42 0.29 -0.12
O -2.41 1.63 -0.56
C -3.48 2.39 -0.06
H 1.74 0.21 -1.07
H 1.02 -1.43 -1.19
H -1.21 -1.45 -0.34
H -1.89 -0.83 -1.87
H -2.17 0.24 0.95
H -3.43 -0.14 -0.25
H -3.48 2.40 1.04
H -3.36 3.42 -0.43
H -4.45 2.00 -0.41
Ca 1.35 -0.63 1.52
O 3.46 -0.56 1.39
H 3.91 0.28 1.56
C 4.27 -1.57 0.76
H 5.30 -1.45 1.09
H 3.90 -2.55 1.09
H 4.14 -1.50 -0.32
*
```

Summary:
highest occupied orbital energy	-10.68	eV
E	-29967.793	eV
Kohn-Sham gap	6.124	eV

natural (NBO) population analysis, charges in e, atoms 1 to 2:
1 C -0.749
2 O -0.552


[5]
C23H28Cl2N4O2PdSSe3 as an isolated structure. Source: the OMol25 dataset; level of theory: the ωB97M-V functional and the def2-TZVPD basis.

```
! wB97M-V def2-TZVPD RIJCOSX def2/J DEFGRID3
* xyz 0 3
Pd 0.32 -1.17 0.01
C -1.18 -1.15 3.88
Se -1.71 -1.03 2.02
C -2.15 -2.91 1.73
C -1.07 -3.87 2.20
Se 0.52 -3.79 1.06
C 1.83 -3.92 2.49
H -1.90 -1.75 4.43
H -1.19 -0.14 4.27
H -0.18 -1.57 4.00
H -2.35 -2.99 0.66
H -3.08 -3.11 2.26
H -1.43 -4.90 2.20
H -0.75 -3.62 3.21
H 2.09 -2.93 2.87
H 2.72 -4.39 2.09
H 1.42 -4.54 3.28
S 2.70 -0.83 0.59
C 3.30 -1.10 -1.02
N 2.85 -0.40 -2.03
C 3.18 -0.68 -3.43
C 3.65 -2.12 -3.56
C 4.74 -2.38 -2.54
N 4.24 -2.02 -1.21
H 2.03 0.18 -1.86
H 3.96 0.02 -3.76
H 2.28 -0.51 -4.02
H 4.02 -2.30 -4.57
H 2.80 -2.79 -3.38
H 5.64 -1.80 -2.76
H 5.02 -3.44 -2.51
H 4.55 -2.52 -0.40
Se -0.15 -2.18 -4.64
C 0.26 -2.37 -2.90
N 0.54 -2.50 -1.77
Cl 0.46 2.04 1.21
C -0.95 2.38 2.14
C -0.82 2.56 3.51
C -1.95 2.68 4.31
C -3.21 2.60 3.73
C -3.32 2.46 2.36
Cl -4.91 2.36 1.66
C -2.21 2.37 1.51
N -2.34 2.21 0.15
C -1.76 3.08 -0.80
C -1.36 4.37 -0.45
C -0.78 5.20 -1.39
C -0.62 4.76 -2.70
C -1.02 3.47 -3.04
C -1.58 2.62 -2.11
C -1.92 1.20 -2.46
C -1.11 0.24 -1.63
O 0.15 0.37 -1.59
O -1.68 -0.65 -0.94
H 0.17 2.57 3.94
H -1.85 2.82 5.37
H -4.10 2.67 4.33
H -3.19 1.75 -0.14
H -1.51 4.71 0.57
H -0.47 6.19 -1.11
H -0.17 5.40 -3.44
H -0.87 3.12 -4.05
H -1.67 1.02 -3.51
H -2.97 0.96 -2.32
*
```

Summary:
highest occupied orbital energy (spin up / spin down)	-7.33 / -7.32	eV
<S²>	2.01
E	-269761.021	eV
Kohn-Sham gap (spin up / spin down)	7.544 / 6.398	eV

natural (NBO) population analysis, charges in e, atoms 1 to 2:
1 Pd 0.995
2 C -0.813


[6]
C6H15NO in the gas phase. Source: the OMol25 dataset; level of theory: the ωB97M-V functional and the def2-TZVPD basis.

```
! wB97M-V def2-TZVPD RIJCOSX def2/J DEFGRID3
* xyz 0 1
C 0.49 0.96 0.15
C -0.77 0.27 -0.39
C 0.02 -2.14 -0.23
C -1.35 -1.23 1.51
C 1.82 0.50 -0.43
C 0.31 2.50 -0.21
N -0.99 -1.14 0.10
O -0.77 0.24 -1.80
H -1.44 -0.43 -2.01
H 0.51 0.91 1.24
H -1.66 0.83 -0.09
H 0.37 -2.03 -1.27
H -0.41 -3.14 -0.15
H 0.88 -2.11 0.44
H -0.51 -1.00 2.18
H -2.17 -0.53 1.75
H -1.72 -2.23 1.76
H 1.79 0.41 -1.52
H 2.13 -0.46 -0.01
H 2.62 1.21 -0.18
H -0.63 2.90 0.17
H 0.36 2.66 -1.29
H 1.12 3.07 0.26
*
```

Summary:
highest occupied orbital energy	-8.53	eV
E	-10002.445	eV
Kohn-Sham gap	9.489	eV
SMILES string	CC(C)[C@@H](O)N(C)C

natural (NBO) population analysis, charges in e, atoms 1 to 2:
1 C -0.255
2 C 0.272


[7]
C8H10O5Yb as an isolated structure. Source: the OMol25 dataset; level of theory: the ωB97M-V functional and the def2-TZVPD basis.

```
! wB97M-V def2-TZVPD RIJCOSX def2/J DEFGRID3
* xyz 3 2
Yb 0.06 -1.03 0.39
O -0.69 4.53 -0.56
C -0.63 3.38 -0.58
C 2.17 -1.03 -0.14
O 3.31 -1.19 -0.28
C -2.05 -1.95 -0.25
O -3.00 -2.57 -0.59
C 0.03 0.01 -2.23
O 0.13 0.13 -3.38
C -0.87 -1.25 3.65
C -0.68 0.21 3.15
O 0.48 0.26 2.23
C 1.83 0.46 2.79
C 1.81 1.24 4.09
H -0.96 -1.96 2.80
H -1.82 -1.25 4.22
H 0.00 -1.49 4.30
H -1.54 0.64 2.54
H -0.50 0.98 3.98
H 2.29 -0.53 2.97
H 2.44 0.99 2.05
H 1.23 0.77 4.88
H 2.82 1.37 4.51
H 1.40 2.25 3.94
*
```

Summary:
highest occupied orbital energy (spin up / spin down)	-22.03 / -22.03	eV
<S²>	0.75
E	-50189.514	eV
Kohn-Sham gap (spin up / spin down)	7.118 / 5.669	eV

natural (NBO) population analysis, charges in e, atoms 1 to 2:
1 Yb 2.237
2 O -0.392


[8]
C3H7ClOS in the gas phase. Source: the OMol25 dataset; level of theory: the ωB97M-V functional and the def2-TZVPD basis.

```
! wB97M-V def2-TZVPD RIJCOSX def2/J DEFGRID3
* xyz 0 1
C -0.80 -0.54 0.58
C 0.00 0.73 0.46
C 1.46 0.52 0.83
H -2.85 0.70 0.52
H -0.36 -1.38 0.03
H -0.87 -0.87 1.62
H -0.38 1.50 1.15
H 0.03 0.59 -1.54
H 2.00 1.49 0.76
H 1.68 0.12 1.83
O -0.07 1.29 -0.84
S -2.49 -0.38 -0.18
Cl 2.19 -0.63 -0.36
*
```

Summary:
highest occupied orbital energy	-9.23	eV
E	-28629.489	eV
Kohn-Sham gap	10.032	eV
SMILES string	O[C@@H](CS)CCl

natural (NBO) population analysis, charges in e, atoms 1 to 2:
1 C -0.533
2 C 0.049


[9]
An isolated ion of composition C4H5N2 and charge +1. Source: the OMol25 dataset; level of theory: the ωB97M-V functional and the def2-TZVPD basis.

```
! wB97M-V def2-TZVPD RIJCOSX def2/J DEFGRID3
* xyz 1 1
C 0.64 -0.53 -0.63
C -0.60 0.20 -0.11
C -1.17 1.37 0.07
C -0.33 -1.18 0.40
N 2.67 0.42 0.25
N 1.74 0.01 -0.18
H 0.69 -0.65 -1.77
H -1.95 1.50 0.77
H -0.77 2.22 -0.35
H -1.00 -2.17 0.18
H 0.07 -1.19 1.38
*
```

Summary:
highest occupied orbital energy	-15.47	eV
E	-7197.877	eV
Kohn-Sham gap	9.997	eV
SMILES string	C=C1C[C@@H]1[N+]#N

natural (NBO) population analysis, charges in e, atoms 1 to 2:
1 C -0.235
2 C 0.022


[10]
C4H6S2 in the gas phase. Source: the OMol25 dataset; level of theory: the ωB97M-V functional and the def2-TZVPD basis.

```
! wB97M-V def2-TZVPD RIJCOSX def2/J DEFGRID3
* xyz 0 1
C 0.49 -1.17 -0.33
C 1.27 1.07 0.46
C 0.09 0.24 0.18
C -1.35 0.48 0.41
S 0.97 -0.97 -2.10
S 0.80 1.33 -1.12
H 1.25 -1.61 0.36
H -0.36 -1.88 -0.31
H 2.28 0.85 0.91
H -1.78 -0.09 1.24
H -1.92 0.18 -0.36
H -1.74 1.56 0.67
*
```

Summary:
highest occupied orbital energy	-8.23	eV
E	-25912.302	eV
Kohn-Sham gap	7.721	eV

natural (NBO) population analysis, charges in e, atoms 1 to 2:
1 C -0.573
2 C -0.477


[11]
C34H100FIO22 as an isolated structure. Source: the OMol25 dataset; level of theory: the ωB97M-V functional and the def2-TZVPD basis.

```
! wB97M-V def2-TZVPD RIJCOSX def2/J DEFGRID3
* xyz 0 1
C 7.13 -1.21 -1.57
C 6.86 -2.67 -1.95
O 5.81 -2.82 -2.90
C 4.61 -3.35 -2.37
C 3.88 -2.40 -1.41
C 2.37 -2.64 -1.27
C 1.56 -2.68 -2.57
C 1.60 -1.42 -3.44
C 1.61 -0.09 -2.67
O 1.74 1.01 -3.56
C 3.07 1.47 -3.73
C 3.61 2.22 -2.52
C 2.67 3.31 -2.02
F 3.40 4.50 -1.80
C 0.36 0.07 -1.84
O -0.81 0.15 -2.62
C -1.87 -0.74 -2.25
C -3.04 -0.50 -3.19
O 0.53 1.24 -1.06
C -0.40 1.42 0.00
C -0.28 0.33 1.06
C 1.08 -0.02 1.56
O 1.38 -1.02 2.00
I 2.59 1.51 1.51
H 7.07 -1.04 -0.49
H 6.39 -0.56 -2.05
H 8.12 -0.88 -1.91
H 6.61 -3.27 -1.05
H 7.75 -3.14 -2.39
H 4.82 -4.29 -1.84
H 4.00 -3.60 -3.24
H 4.33 -2.52 -0.41
H 4.10 -1.36 -1.71
H 1.97 -1.86 -0.60
H 2.22 -3.59 -0.73
H 0.51 -2.92 -2.33
H 1.92 -3.54 -3.16
H 0.73 -1.38 -4.11
H 2.49 -1.45 -4.08
H 2.45 -0.08 -1.96
H 3.74 0.63 -4.00
H 3.02 2.14 -4.60
H 3.83 1.52 -1.69
H 4.57 2.67 -2.80
H 1.91 3.55 -2.77
H 2.18 3.05 -1.08
H 0.28 -0.81 -1.17
H -1.51 -1.78 -2.30
H -2.18 -0.55 -1.21
H -2.68 -0.38 -4.22
H -3.72 -1.36 -3.16
H -3.62 0.39 -2.92
H -1.43 1.42 -0.39
H -0.21 2.41 0.42
H -0.70 -0.62 0.70
H -0.90 0.60 1.93
C 4.97 -7.08 -1.85
O 3.99 -6.58 -2.74
H 4.85 -6.50 -0.93
H 4.83 -8.14 -1.61
H 5.99 -6.91 -2.22
H 4.04 -7.05 -3.58
C 2.44 0.45 5.79
O 3.57 0.55 4.93
H 2.63 1.10 6.64
H 1.54 0.80 5.28
H 2.27 -0.57 6.14
H 3.41 -0.01 4.16
C 0.12 6.30 -2.89
O 1.29 6.93 -3.40
H -0.65 7.07 -2.83
H -0.23 5.50 -3.55
H 0.29 5.89 -1.89
H 2.00 6.28 -3.43
C -3.16 5.92 -4.39
O -3.14 6.54 -3.11
H -2.50 6.50 -5.03
H -2.78 4.89 -4.34
H -4.16 5.91 -4.82
H -3.70 6.01 -2.53
C 2.38 4.87 6.88
O 2.36 3.50 6.52
H 1.94 4.95 7.87
H 3.39 5.28 6.93
H 1.79 5.47 6.17
H 2.73 3.44 5.63
C -4.25 -0.44 2.30
O -3.24 -0.43 1.31
H -3.90 0.14 3.16
H -5.18 0.01 1.95
H -4.46 -1.46 2.64
H -3.60 -0.98 0.59
C -4.71 8.08 0.32
O -4.11 7.08 -0.49
H -5.15 7.57 1.18
H -3.98 8.80 0.68
H -5.50 8.61 -0.21
H -3.70 7.49 -1.26
C -5.87 3.96 -0.51
O -4.52 4.27 -0.23
H -6.00 2.89 -0.35
H -6.57 4.49 0.14
H -6.14 4.18 -1.55
H -4.38 5.22 -0.37
C 4.53 -5.33 1.97
O 4.61 -4.26 1.03
H 5.54 -5.71 2.09
H 4.15 -5.00 2.93
H 3.89 -6.14 1.59
H 3.72 -3.90 0.91
C -0.10 -4.47 2.45
O 1.20 -4.00 2.72
H -0.09 -5.55 2.62
H -0.85 -4.03 3.11
H -0.41 -4.29 1.41
H 1.21 -3.04 2.57
C -4.41 -4.25 3.68
O -5.08 -3.10 4.19
H -5.14 -4.80 3.09
H -3.58 -3.97 3.03
H -4.04 -4.89 4.49
H -4.44 -2.57 4.68
C -4.24 -3.19 -0.16
O -4.35 -1.77 -0.06
H -3.19 -3.40 -0.33
H -4.57 -3.70 0.75
H -4.82 -3.57 -1.01
H -5.27 -1.55 0.10
C 0.40 4.20 3.31
O 0.05 5.03 4.41
H 1.07 4.78 2.68
H 0.92 3.29 3.63
H -0.47 3.91 2.72
H -0.54 4.53 4.99
C 2.53 -9.34 0.61
O 3.54 -9.84 -0.26
H 2.95 -8.48 1.12
H 1.64 -9.02 0.06
H 2.23 -10.08 1.36
H 3.20 -10.60 -0.73
C -4.84 2.82 -4.82
O -5.40 1.71 -4.13
H -3.76 2.73 -4.71
H -5.09 2.82 -5.88
H -5.16 3.77 -4.39
H -6.35 1.75 -4.20
C -0.26 8.18 3.66
O 0.11 9.47 4.15
H -1.34 8.11 3.79
H -0.03 8.08 2.60
H 0.21 7.37 4.21
H 1.06 9.56 4.06
C -6.16 -7.20 1.26
O -6.35 -5.80 1.38
H -5.10 -7.36 1.10
H -6.46 -7.73 2.17
H -6.71 -7.62 0.41
H -7.28 -5.62 1.53
*
```

Summary:
highest occupied orbital energy	-9.14	eV
E	-92733.444	eV
Kohn-Sham gap	9.242	eV

Mulliken population analysis, charges in e, atoms 1 to 2:
1 C -0.893
2 C -0.097


[12]
C42H50GaNO3P3S as an isolated structure. Source: the OMol25 dataset; level of theory: the ωB97M-V functional and the def2-TZVPD basis.

```
! wB97M-V def2-TZVPD RIJCOSX def2/J DEFGRID3
* xyz 1 1
Ga -0.17 -0.24 -0.75
C -0.19 -4.30 -2.31
C -1.52 -3.91 -1.68
C -2.20 -5.12 -1.02
P -1.36 -2.44 -0.55
C -3.05 -2.12 0.19
C -4.13 -2.19 -0.90
C -3.39 -2.99 1.40
C -0.29 -2.85 0.86
C 0.32 -4.06 1.16
C 1.12 -4.18 2.29
C 1.34 -3.08 3.10
C 0.77 -1.86 2.80
C -0.05 -1.72 1.67
N -0.60 -0.53 1.21
C -1.28 0.38 1.99
C -1.58 0.15 3.35
C -2.30 1.07 4.08
C -2.74 2.26 3.51
C -2.49 2.48 2.17
C -1.79 1.56 1.39
P -1.55 1.77 -0.38
C -1.12 3.55 -0.70
C -0.26 3.65 -1.97
C -2.30 4.53 -0.78
C -3.12 1.27 -1.23
C -4.41 1.75 -0.57
C -3.05 1.60 -2.73
H -0.36 -5.07 -3.06
H 0.52 -4.69 -1.58
H 0.28 -3.45 -2.81
H -2.17 -3.54 -2.47
H -1.79 -5.35 -0.03
H -2.05 -6.00 -1.65
H -3.28 -4.98 -0.91
H -2.98 -1.09 0.54
H -4.40 -3.22 -1.12
H -3.80 -1.72 -1.83
H -5.03 -1.67 -0.56
H -3.54 -4.04 1.11
H -4.32 -2.63 1.85
H -2.61 -2.95 2.15
H 0.17 -4.93 0.53
H 1.57 -5.14 2.53
H 1.97 -3.18 3.98
H 0.97 -1.00 3.43
H -1.26 -0.77 3.81
H -2.52 0.86 5.12
H -3.30 2.99 4.09
H -2.86 3.39 1.71
H -0.52 3.81 0.17
H -0.88 3.68 -2.86
H 0.42 2.81 -2.06
H 0.33 4.57 -1.95
H -2.91 4.35 -1.66
H -1.90 5.54 -0.86
H -2.94 4.49 0.10
H -3.08 0.18 -1.14
H -4.54 2.83 -0.67
H -4.43 1.51 0.49
H -5.27 1.27 -1.05
H -3.16 2.67 -2.91
H -3.86 1.10 -3.26
H -2.11 1.27 -3.15
O 1.34 -1.52 -1.77
S 1.24 -0.68 -2.99
O 1.14 -1.39 -4.22
O 0.08 0.24 -2.70
C 2.67 0.36 -2.97
C 3.35 0.58 -4.15
C 4.46 1.41 -4.15
C 4.88 2.00 -2.96
C 4.19 1.76 -1.78
C 3.07 0.95 -1.76
P 2.17 0.59 -0.20
C 2.14 2.13 0.77
C 1.80 2.00 2.11
C 1.57 3.13 2.89
C 1.68 4.39 2.32
C 2.01 4.53 0.98
C 2.24 3.40 0.20
C 3.39 -0.46 0.68
C 3.28 -1.85 0.67
C 4.25 -2.63 1.29
C 5.32 -2.02 1.93
C 5.43 -0.64 1.95
C 4.46 0.14 1.33
H 3.01 0.08 -5.05
H 4.99 1.60 -5.07
H 5.75 2.64 -2.95
H 4.55 2.21 -0.86
H 1.73 1.01 2.55
H 1.30 3.02 3.93
H 1.50 5.27 2.93
H 2.10 5.51 0.54
H 2.49 3.52 -0.84
H 2.44 -2.33 0.19
H 4.16 -3.71 1.28
H 6.07 -2.63 2.42
H 6.26 -0.17 2.44
H 4.54 1.22 1.37
*
```

Summary:
highest occupied orbital energy	-9.84	eV
E	-143074.050	eV
Kohn-Sham gap	7.662	eV

Mulliken population analysis, charges in e, atoms 1 to 2:
1 Ga 1.712
2 C -1.125


[13]
C3H5N3 in the gas phase. Source: the OMol25 dataset; level of theory: the ωB97M-V functional and the def2-TZVPD basis.

```
! wB97M-V def2-TZVPD RIJCOSX def2/J DEFGRID3
* xyz 0 1
N -0.52 2.23 0.36
C -0.25 0.96 0.05
C -0.39 -0.39 0.51
N 0.17 -2.40 -0.62
C 0.61 -1.32 -0.11
N -0.09 0.35 -1.03
H -0.10 2.89 -0.28
H -0.65 2.49 1.32
H -1.40 -0.76 0.75
H 0.93 -3.02 -0.84
H 1.67 -1.01 -0.09
*
```

Summary:
highest occupied orbital energy	-8.61	eV
E	-7658.748	eV
Kohn-Sham gap	9.270	eV
SMILES string	[H]/N=C/[C@@H]1N=C1N

natural (NBO) population analysis, charges in e, atoms 1 to 2:
1 N -0.785
2 C 0.338


Number 1: maximum force 0.009 hartree/bohr. Number 2: maximum force 0.093 hartree/bohr. Number 3: maximum force 0.086 hartree/bohr. Number 4: maximum force 0.036 hartree/bohr. Number 5: maximum force 0.022 hartree/bohr. Number 6: maximum force 0.046 hartree/bohr. Number 7: maximum force 0.191 hartree/bohr. Number 8: maximum force 0.029 hartree/bohr. Number 9: maximum force 0.109 hartree/bohr. Number 10: maximum force 0.095 hartree/bohr. Number 11: maximum force 0.115 hartree/bohr. Number 12: maximum force 0.021 hartree/bohr. Number 13: maximum force 0.028 hartree/bohr.